No. 1
The following is a quantum chemistry calculation of a structure of composition C43H51F6FeN4O7S in a non-equilibrium geometry, from the OMol25 dataset.

Results
LUMO level (alpha / beta): -3.68 / -4.35 eV
Net charge: +1
Strongest force on any atom: 1.8 eV Å⁻¹
Gap between HOMO and LUMO (alpha / beta): 6.64 / 5.97 eV
<S²>: 6.007
HOMO (alpha / beta): -10.3 / -10.3 eV
Multiplicity: 5

Atoms and positions in Å:
Fe: 0.8666 -3.4471 -2.7389
S: 1.0806 -0.7695 -0.4655
F: -1.3651 0.1359 -0.1543
F: -5.0784 1.2365 -2.4894
F: 5.4277 2.7277 3.8457
F: -0.1718 0.1057 1.6607
F: -1.0371 -1.7309 0.8673
F: 2.2021 3.2973 8.3206
O: 0.7211 -1.8892 -1.3776
O: 1.3319 0.4418 -1.2142
O: 2.5577 -2.3387 2.8963
O: 2.0907 -1.0918 0.5285
O: -5.0351 -3.0360 1.4853
O: 2.1555 -2.4681 -3.9793
O: -2.2197 4.3418 1.0749
N: -0.9201 -2.7876 -3.7655
N: -1.0106 4.5397 -4.2973
N: -0.3425 -4.7856 -1.4674
N: 7.2300 -1.1645 -2.2091
C: 1.9248 0.6429 5.8846
C: -4.9593 1.5277 1.1144
C: -1.8280 -3.6616 -4.2942
C: -1.2941 -4.0471 -0.8773
C: 4.0095 4.4623 3.1843
C: -2.1310 -4.5243 0.1237
C: 5.4276 -1.5728 -0.1686
C: 1.4328 3.3393 6.1174
C: -1.1903 -6.6816 -0.2334
C: 7.1936 -2.3422 -1.5792
C: -5.4423 1.5284 -1.2179
C: -1.0203 2.1162 -2.8865
C: -2.7926 -3.3125 -5.1877
C: 2.6915 -1.1245 -3.6647
C: 1.3770 -2.7605 3.5568
C: -3.0467 -1.9603 -5.4552
C: -2.1582 -1.0474 -4.9225
C: 2.2774 4.0564 1.6111
C: 2.0044 2.6419 7.1689
C: 2.6347 2.7238 1.5507
C: 0.0680 4.1340 -3.6332
C: -0.4884 -0.5673 0.5740
C: 4.3761 3.1218 3.1278
C: -2.1686 -5.8881 0.3619
C: 6.2660 -2.6092 -0.5709
C: -2.0738 3.7299 -4.2732
C: -1.4773 3.4762 0.2449
C: -4.2677 -1.8346 1.5290
C: 1.3747 1.3016 4.7979
C: -1.1248 -1.5092 -4.0876
C: -6.6896 2.1051 -1.0227
C: 2.9499 4.9493 2.4544
C: -4.5880 1.2106 -0.1621
C: 2.2196 1.2730 7.0676
C: 0.0910 2.9678 -2.8871
C: -6.2019 2.1241 1.3368
C: -2.1624 2.5547 -3.5474
C: 1.1691 2.6772 4.9305
C: 6.4307 -0.1786 -1.8176
C: -7.0589 2.4199 0.2952
C: 5.4895 -0.3545 -0.7964
C: 3.7111 2.2420 2.3136
C: -0.2854 -6.0781 -1.0862
H: 2.6429 0.7086 7.8870
H: 1.5143 -3.7129 4.0687
H: -5.5070 -3.0172 0.6470
H: 7.8893 -3.0894 -1.9359
H: -1.4839 -3.0342 -1.1989
H: 4.0898 1.2309 2.2276
H: -2.8907 -3.8447 0.4854
H: -2.3465 0.0134 -5.0139
H: -7.2663 2.3741 -1.8957
H: -2.0101 3.3435 -0.6980
H: 1.9158 -0.3691 -3.7375
H: -3.9895 -1.4443 0.5385
H: -1.4428 2.4577 0.6475
H: 4.6134 -1.8326 0.4980
H: 1.4143 4.3447 1.0248
H: -0.4221 -0.7662 -3.7294
H: 0.9345 4.7838 -3.5827
H: 6.4839 0.7473 -2.3748
H: 3.4971 -0.9454 -4.3725
H: -0.9716 1.1994 -2.3137
H: 3.0982 -1.1793 -2.6618
H: 2.7312 6.0070 2.4667
H: -3.6391 0.7378 -0.3761
H: -6.4800 2.3908 2.3482
H: -3.4454 -4.0405 -5.6504
H: -0.4859 3.8518 -0.0132
H: 4.6248 5.1414 3.7634
H: 0.6805 3.2659 4.1629
H: -3.3515 -1.9355 2.1009
H: 0.5699 -2.9297 2.8326
H: -2.8935 4.1198 -4.8659
H: -1.1226 -7.7402 -0.0348
H: 2.2511 -1.8014 2.1395
H: -4.2656 1.4140 1.9373
H: -1.7233 4.4918 1.8851
H: -4.9291 -1.0140 1.8163
H: -3.1302 2.0736 -3.4765
H: -2.8916 -6.3111 1.0466
H: 4.7636 0.4345 -0.6395
H: 0.3837 -6.7375 -1.6252
H: 1.0436 -2.0192 4.2888
H: 2.0126 2.0462 0.9814
H: 6.2324 -3.5622 -0.0613
H: 2.1596 -0.4151 5.8265
H: -1.7248 -4.6983 -3.9992
H: 1.0159 2.6714 -2.4089
H: 1.2944 4.4118 6.1563
H: -3.8549 -1.6218 -6.0870
H: 2.2403 -2.5748 -4.9339
H: -8.0029 2.8744 0.5604
H: 1.0203 0.9121 3.8544

---

No. 2
The following is a quantum chemistry calculation of a cluster of 8 separate species, C43H52N8O5S in total in a non-equilibrium geometry, from the OMol25 dataset.

Results
LUMO level: 0.63 eV
Strongest force on any atom: 3.5 eV Å⁻¹
Gap between HOMO and LUMO: 9.20 eV
HOMO: -8.6 eV

Atoms and positions in Å:
S: 0.8588 2.2441 -0.2853
O: 0.6302 -2.7283 2.8836
O: 3.4982 -0.4296 -0.2821
O: 0.5207 2.4372 1.3132
O: 2.3086 1.4616 -0.2875
O: -0.1371 1.4114 -0.8788
N: -0.2281 -0.6138 3.1630
N: -5.5785 -0.1852 -5.9318
N: 4.6832 4.9640 2.7326
N: 0.3618 -0.2976 -4.6810
N: -4.2508 -3.1095 -2.0542
N: 0.2272 2.9998 5.3680
N: 7.0192 -3.2232 -0.5577
N: -3.8623 -0.5841 1.3774
C: 2.0962 -0.4419 4.2215
C: -5.8029 0.8415 -5.1135
C: -1.6986 -2.5715 2.9347
C: -0.4395 1.4848 1.8320
C: -1.6740 -0.9341 -5.7808
C: 9.5177 -2.4123 0.3671
C: -6.6352 -0.7158 -6.5449
C: 1.3019 5.5706 5.3513
C: -7.9327 -0.2579 -6.3766
C: -2.2415 -4.0075 -3.0104
C: 7.6360 -2.1578 -1.0659
C: -4.8632 -4.2501 -2.3695
C: 6.2442 5.7354 1.0816
C: 7.6490 -3.8833 0.4127
C: -0.3003 -0.7450 -5.7484
C: 0.0182 3.8460 6.3766
C: 4.2203 4.0937 1.8332
C: -7.0601 1.3739 -4.8725
C: -0.3003 -2.0296 2.9936
C: -2.8965 -5.1848 -3.3280
C: -1.7334 -0.1779 -3.5207
C: -4.6330 -0.3820 2.4460
C: 5.7532 4.8231 0.1627
C: -4.4695 -0.9689 0.2545
C: -2.9610 -3.0085 -2.3747
C: 0.9740 3.4359 4.3565
C: 2.2994 0.1152 -0.7487
C: 0.5731 -0.2285 4.3385
C: -6.0081 -0.5482 2.4458
C: 0.1091 0.0586 1.9307
C: 3.4854 -1.8448 -0.3857
C: -5.8381 -1.1615 0.1463
C: -2.4034 -0.6448 -4.6396
C: 8.8794 -1.7132 -0.6434
C: -6.6208 -0.9458 1.2671
C: -8.1461 0.8097 -5.5203
C: 4.7199 3.9857 0.5450
C: 1.5316 4.7038 4.2980
C: 0.5285 5.1346 6.4168
C: -0.3580 -0.0222 -3.5916
C: 5.6770 5.7628 2.3467
C: -4.2364 -5.3130 -3.0005
C: 8.8916 -3.5218 0.9099
H: 10.4891 -2.0970 0.7267
H: 9.3545 -4.0952 1.7013
H: -1.7553 -3.5141 3.4614
H: -2.3706 -5.9913 -3.8232
H: -1.1961 -3.8640 -3.2485
H: 2.3230 0.0895 -1.8355
H: 7.0986 -1.6382 -1.8521
H: -4.1115 -0.0693 3.3455
H: -3.4777 -0.7805 -4.6262
H: 2.4714 -1.1514 4.9422
H: 4.3075 3.2549 -0.1376
H: -2.4828 -2.0745 -2.1053
H: -7.1825 2.2081 -4.1954
H: -4.7851 -6.2163 -3.2295
H: 2.5913 -2.2990 0.0372
H: -1.3831 1.5246 1.3168
H: 9.3332 -0.8417 -1.0948
H: 1.1232 2.7246 3.5546
H: -0.6574 1.7967 2.8442
H: 1.4837 -0.4717 -0.3395
H: -0.3608 -0.4984 1.1239
H: -0.5922 3.4647 7.1883
H: 6.0345 6.4580 3.0990
H: -2.1597 -1.2982 -6.6759
H: 0.3611 0.7861 4.6437
H: -9.1446 1.1966 -5.3605
H: 7.0499 6.4102 0.8262
H: -3.8214 -1.1293 -0.5939
H: -6.2715 -1.4738 -0.7931
H: 2.5986 0.4909 4.4523
H: -4.9232 1.2545 -4.6296
H: -6.4225 -1.5511 -7.2034
H: -7.6939 -1.0863 1.2249
H: 1.7201 6.5691 5.3443
H: -8.7528 -0.7266 -6.9028
H: 0.3102 -0.9617 -6.6190
H: -5.9127 -4.3068 -2.0988
H: 0.3239 5.7789 7.2609
H: 0.1968 0.3402 -2.7437
H: -2.2632 0.0624 -2.6078
H: 2.1298 4.9991 3.4483
H: 3.4085 3.4577 2.1723
H: -2.3412 -1.8716 3.4455
H: -2.0419 -2.6836 1.9155
H: 1.1796 0.0805 1.7045
H: 3.6108 -2.1126 -1.4323
H: 2.4160 -0.7764 3.2476
H: 7.1236 -4.7467 0.8069
H: 0.2239 -0.8525 5.1525
H: -6.5830 -0.3707 3.3445
H: 4.3508 -2.2127 0.1402
H: 6.1692 4.7658 -0.8353